1.
A cluster of 6 separate species, C44H98N6O6 in total in a non-equilibrium geometry. Source: the OMol25 dataset; level of theory: ωB97M-V/def2-TZVPD.

Output
- lowest unoccupied orbital energy (eV) = 0.132
- SMILES string = CC1(C)CCCC(C)(C)N1O.CC1(C)CCCC(C)(C)N1O.CC1(C)CCCC(C)(C)N1O.CC1(C)CCCC(C)(C)N1O.COC[C@H](C)N.COC[C@H](C)N
- orbital gap (hartree) = 0.3026

```
! RIJCOSX wB97M-V def2-TZVPD def2/J DEFGRID3
* xyz 0 1
C 1.33980 9.26910 -1.96153
C 2.72986 8.65464 -1.52030
C 3.22199 7.88008 -2.81175
C 3.74260 9.73682 -1.14305
C 4.92246 9.21718 -0.36174
C 4.49265 8.47493 0.90384
C 3.43892 7.41407 0.71493
C 4.18717 6.18556 0.17450
C 2.81349 7.05507 2.02888
N 2.39559 7.86464 -0.31489
O 1.38770 6.94090 -0.46028
H 0.64946 8.46524 -2.21712
H 1.05629 9.96643 -1.17321
H 1.20851 9.83085 -2.88636
H 2.51434 7.83691 -3.63968
H 4.03767 8.39225 -3.32209
H 3.58555 6.88334 -2.56195
H 4.18734 10.25564 -1.99224
H 3.25620 10.51101 -0.54966
H 5.42034 8.58026 -1.09287
H 5.64445 10.00116 -0.13328
H 4.11841 9.23792 1.58640
H 5.43647 8.02915 1.21782
H 3.44489 5.44405 -0.12088
H 4.80834 5.68497 0.91723
H 4.77116 6.24258 -0.74409
H 2.42999 6.04111 2.14240
H 2.03094 7.73765 2.36025
H 3.56613 7.01879 2.81649
H 0.52692 7.33308 -0.29642
C -3.51161 5.10788 4.77039
C -4.59929 5.20031 3.75171
C -5.73706 6.15849 4.18052
C -4.02517 5.89304 2.50929
C -4.74989 5.56444 1.13486
C -4.82918 4.03968 1.08535
C -5.72985 3.36195 2.28876
C -7.10924 3.92010 2.02953
C -5.64498 1.84570 2.09448
N -5.07273 3.81302 3.52781
O -5.62451 3.19319 4.58198
H -2.99418 6.04766 4.96321
H -3.97605 4.75504 5.69121
H -2.83492 4.28245 4.54937
H -6.58823 5.77745 4.74480
H -5.30821 7.05655 4.62514
H -6.31574 6.59058 3.36411
H -3.94823 6.97679 2.59690
H -2.97668 5.61069 2.41425
H -5.77348 5.91842 1.01213
H -4.25466 5.89079 0.22034
H -3.82129 3.63489 0.99367
H -5.17157 3.84206 0.06957
H -7.36379 3.87090 0.97081
H -7.23386 4.97679 2.26610
H -7.83361 3.34413 2.60542
H -6.13331 1.64524 1.14083
H -6.12657 1.27776 2.89048
H -4.59202 1.60870 1.94211
H -4.85919 2.66886 4.82888
C 4.02910 -1.77071 1.77639
C 2.55298 -1.90861 2.10963
C 2.43685 -2.36866 3.60942
C 1.94878 -0.39836 2.13398
C 0.52995 -0.08515 1.71211
C 0.11522 -1.02163 0.51303
C 0.43826 -2.58466 0.80431
C -0.57910 -3.01339 1.93093
C 0.12489 -3.40625 -0.45327
N 1.87325 -2.69568 1.16713
O 2.24045 -4.02611 1.31222
H 4.70770 -1.16093 2.37285
H 4.33508 -2.81545 1.72164
H 4.32057 -1.45731 0.77393
H 1.38579 -2.56316 3.82283
H 2.99148 -3.29892 3.73234
H 2.96237 -1.73256 4.32167
H 2.25943 0.03474 3.08478
H 2.59381 0.17048 1.46431
H -0.23365 -0.31569 2.45500
H 0.47176 0.95526 1.39234
H 0.72300 -0.73504 -0.34521
H -0.92392 -0.97947 0.18663
H -0.56235 -2.28135 2.73836
H -0.40065 -3.89998 2.53940
H -1.58141 -3.30981 1.62173
H -0.67869 -2.90700 -0.99465
H -0.15864 -4.45608 -0.37869
H 0.91297 -3.56081 -1.19027
H 2.69243 -4.32035 0.51803
C 4.41748 -9.37873 -5.38038
C 3.81929 -8.53211 -4.19960
C 2.29974 -8.67852 -3.84972
C 4.48350 -9.19755 -2.97462
C 5.98464 -8.69787 -2.74558
C 6.00689 -7.11953 -2.69366
C 5.42796 -6.46015 -3.99126
C 5.14946 -5.01099 -3.70112
C 6.41821 -6.49985 -5.27792
N 4.04460 -7.07570 -4.31488
O 3.38820 -6.39788 -5.44035
H 5.24067 -10.00981 -5.04539
H 3.78323 -10.18158 -5.75621
H 4.60535 -8.79770 -6.28327
H 1.71921 -8.36577 -4.71764
H 2.11733 -9.72043 -3.58657
H 1.99525 -8.14702 -2.94811
H 3.86260 -9.07771 -2.08680
H 4.72396 -10.25573 -3.07733
H 6.30967 -9.04576 -1.76506
H 6.65022 -9.16033 -3.47443
H 7.06404 -6.85507 -2.66925
H 5.55758 -6.68687 -1.79978
H 4.91442 -4.53700 -4.65413
H 5.97677 -4.52142 -3.18733
H 4.32011 -4.81562 -3.02135
H 6.37083 -5.68066 -5.99541
H 6.31315 -7.48481 -5.73279
H 7.46086 -6.52705 -4.96133
H 2.62488 -5.93481 -5.08750
C 0.10193 2.12989 -5.12387
O -0.10382 1.22047 -6.21036
C -1.30089 0.47803 -6.17798
C -1.10372 -0.61613 -7.13990
C -1.28197 -0.03136 -8.51341
N -2.22165 -1.59573 -7.06984
H 0.75972 1.72215 -4.35630
H -0.82302 2.44272 -4.63942
H 0.58103 3.04347 -5.47592
H -1.32063 -0.01446 -5.20578
H -2.20173 1.06329 -6.36253
H -0.14471 -1.12627 -7.04961
H -2.24960 0.46742 -8.56822
H -1.38641 -0.80898 -9.27004
H -0.58425 0.75189 -8.80975
H -3.03345 -1.04571 -7.31183
H -2.42050 -1.79820 -6.10053
C -3.91598 -4.94239 7.64791
O -5.27722 -4.75325 7.24504
C -5.89540 -5.76187 6.41886
C -7.40412 -6.05456 6.63731
C -8.03258 -4.68252 6.18754
N -7.75543 -6.36568 7.96951
H -3.53082 -4.13410 7.02629
H -3.44267 -5.91275 7.49795
H -3.84001 -4.72106 8.71250
H -5.65402 -5.66030 5.36078
H -5.35588 -6.69103 6.60238
H -7.78400 -6.81574 5.95583
H -7.54215 -4.32489 5.28218
H -7.89156 -3.91697 6.95052
H -9.07649 -4.77935 5.88926
H -8.76532 -6.35976 7.98355
H -7.30682 -5.69804 8.58033
*
```

***

2.
A structure of composition C6H10O in a non-equilibrium geometry. Source: the OMol25 dataset; level of theory: ωB97M-V/def2-TZVPD.

Output
- lowest unoccupied orbital energy (eV) = -0.150
- orbital gap (hartree) = 0.3325

```
! RIJCOSX wB97M-V def2-TZVPD def2/J DEFGRID3
* xyz 0 1
O -0.97153 1.09485 -1.28314
C -0.65255 -0.11371 -1.24554
C 0.54367 -0.52266 -1.92096
C 0.99479 1.11371 0.78635
C -0.06898 0.44616 1.61858
C -0.69747 -0.79715 1.12013
C -0.97113 -1.06758 -0.14127
H 0.49285 1.38494 -0.17477
H -0.96506 -0.88276 -2.41866
H 0.92869 0.23441 -2.59591
H 1.15971 -1.39807 -1.69240
H 1.20385 2.12299 1.15294
H 1.89238 0.47855 0.84183
H 0.34507 0.15745 2.58307
H -0.81577 1.22593 1.76196
H -0.97317 -1.47680 1.92303
H -1.44176 -2.00629 -0.35475
*
```

***

3.
The molecule C4H10N2 in a non-equilibrium geometry. Source: the OMol25 dataset; level of theory: ωB97M-V/def2-TZVPD.

Output
- lowest unoccupied orbital energy (eV) = 1.060
- SMILES string = CC/C(N)=C/N
- orbital gap (hartree) = 0.2896

```
! RIJCOSX wB97M-V def2-TZVPD def2/J DEFGRID3
* xyz 0 1
C 0.49310 -2.04173 -0.41184
C 1.10761 -0.64670 0.12706
C 0.17701 0.56659 0.39806
N 0.43142 1.27343 1.64887
C -0.87103 0.67422 -0.50205
N -1.47222 1.88337 -0.91434
H 0.57682 -2.89297 0.27789
H -0.61569 -2.12642 -0.40603
H 0.90375 -2.32804 -1.37179
H 1.65194 -0.98516 0.99943
H 1.81456 -0.31569 -0.63600
H 0.75030 0.79799 2.52074
H -0.39612 1.93280 1.93231
H -1.22871 -0.09743 -1.04314
H -0.94785 2.62416 -1.21495
H -2.37488 1.68158 -1.40421
*
```

***

4.
A structure of composition C7H11N2 in a non-equilibrium geometry. Source: the OMol25 dataset; level of theory: ωB97M-V/def2-TZVPD.

Output
- lowest unoccupied orbital energy (eV) = -4.337
- orbital gap (hartree) = 0.3004

```
! RIJCOSX wB97M-V def2-TZVPD def2/J DEFGRID3
* xyz 1 1
C -1.69266 0.96936 0.46508
C -1.85101 -0.35427 -0.21129
C -0.42480 1.28213 -0.29770
C 0.97873 1.42721 0.43679
C -0.42721 -0.27141 -0.50417
C 1.62799 0.03090 0.50415
C 1.00098 -2.27366 0.25741
N 0.67868 -0.88151 -0.13897
N 2.12563 1.19682 -0.40035
H -2.44109 1.61010 0.14541
H -1.52827 0.88514 1.48982
H -2.35831 -1.11906 0.35267
H -2.43548 -0.28370 -1.13012
H -0.46554 1.93351 -1.12434
H 1.11188 2.30596 1.20225
H 0.80068 -2.84471 -0.61735
H 1.95084 -2.35040 0.62876
H 0.49544 -2.61942 1.20856
H 2.06424 1.43769 -1.43317
H 3.01879 1.61591 -0.15693
*
```